Record 1
This record from the OMol25 dataset describes a molecular structure, C16H38Br3N2O5Zr. The level of theory is the ωB97M-V functional and the def2-TZVPD basis.

```
65
Properties=species:S:1:pos:R:3
H -2.91415 5.94720 3.69745
C 1.99812 4.79293 2.56260
O -1.54718 1.86634 0.81706
C -1.03490 -3.47896 -1.34867
C 3.42464 -1.54901 -2.66859
C -2.39334 -2.25700 -3.10435
H 4.30926 -1.87996 -2.11573
H -1.41070 -1.83609 -3.33944
C -0.25684 4.29567 2.03161
H 3.53178 1.53911 0.84955
C -0.40772 -1.18445 4.28391
Br 0.23479 0.52199 3.51118
H 3.94555 -0.89096 -3.37025
H 2.62229 5.66574 2.72868
H 1.81677 -1.37602 -1.26044
H 2.29626 4.18351 1.70831
H 2.34940 1.64971 -0.53328
C -1.97446 5.39466 3.64030
Br -1.00090 -2.44641 2.87972
H -2.61144 -2.91529 -3.94781
H 1.33307 -3.29680 -4.93095
H -0.42529 -6.16600 -0.08327
C 2.60047 -0.72040 -1.65848
H -0.22373 -0.05972 1.05274
H -2.90233 -2.99610 0.01929
C -1.47354 0.87159 0.00481
H -1.22116 -0.89328 4.93464
H -0.56252 -2.52378 -1.09954
H 3.97778 -0.95810 0.10287
N -3.23169 -2.46473 -0.79217
H 2.12952 4.17213 3.45579
H -2.91577 -4.06867 -2.14199
H -2.17763 -5.91635 0.31513
H 2.06014 -1.73794 -5.06769
O -0.74027 -0.16426 0.21849
Zr -3.21811 3.05873 -0.26617
H -2.96602 -1.50450 -0.59071
C 2.60934 -2.70565 -3.25081
C -2.46918 -3.11160 -1.84635
H 2.11233 0.52927 0.84839
N -2.79397 4.07198 1.74019
C 2.84518 1.00842 0.19107
H -1.17046 6.09549 3.87834
H 3.38694 -3.21225 -3.84133
H 4.40214 0.21099 -1.05593
H -0.01297 4.25641 0.96509
H -3.61148 4.58395 2.10010
O 0.64396 5.25012 2.53709
C 3.53334 -0.18542 -0.52090
C -1.34054 -5.60300 -0.30167
H -0.39787 -3.93745 -2.11096
H 2.19507 -3.30103 -2.43944
H -0.32902 3.31368 2.50775
H 0.65323 -1.93640 -3.97323
C -1.64305 4.95027 2.22906
H -1.94184 4.64519 4.43391
O -1.07091 -4.21035 -0.16782
Br 0.96261 -2.01362 5.42552
O -2.34907 1.07622 -0.91794
H 2.08986 0.12162 -2.13127
C 1.56607 -2.40078 -4.35589
H -1.46020 -5.90781 -1.34761
H -1.56777 5.83553 1.59291
H -2.75959 3.33389 2.46022
H -3.10231 -1.43218 -3.14311
```

Molar mass ... 669.42 u
Net charge ... +3
HOMO level ... -0.613 Eh
Gap between HOMO and LUMO ... 2.1 eV


Record 2
This record from the OMol25 dataset describes a molecular structure, C51H63As2MnN2O3PS3Si2. The level of theory is the ωB97M-V functional and the def2-TZVPD basis.

```
128
Properties=species:S:1:pos:R:3
Mn 0.07342 0.02400 -0.96878
C 6.28518 0.57637 0.67867
O -2.07564 0.29746 -1.40895
O -0.27618 0.26183 -2.93848
C 5.23083 -0.41093 0.24418
C 2.63487 3.18578 -1.65379
C -2.62260 -2.49105 0.63973
H -6.86156 0.44555 -4.14166
H -6.33970 -2.64317 -2.80053
H 0.45843 -4.76524 -1.09993
H -1.69519 1.54636 1.42808
C -1.23556 -4.48394 -4.48162
C 2.81977 -0.18642 0.71618
N 2.09621 0.26036 2.99622
H -2.13815 -7.53604 -2.31056
S 0.14422 -0.33798 1.29643
C 3.84705 3.85141 -1.60018
C 6.89152 2.81774 1.31042
H 0.55915 4.98378 -2.22061
C 8.20920 2.41316 1.48539
C 4.32599 -0.55562 2.56422
C 1.74659 -0.67828 6.31949
H -4.02703 0.56095 2.79779
H -3.09785 5.26683 2.99437
C -5.36449 -2.19336 -2.60435
C 1.26235 -0.82879 5.02720
H -2.40643 -2.83768 -1.81058
H 4.05683 -1.58181 2.83370
H -3.07681 2.80489 3.02935
C 0.90231 -2.09529 4.57156
C -0.94499 5.03744 -3.74007
H 8.95605 3.12589 1.80574
C -1.56681 -4.29640 -3.14246
C 0.55120 -3.83865 -0.53426
C -0.90858 3.29987 0.47608
H -2.52477 4.84101 -5.17576
H 3.63424 5.10330 1.53850
H 7.87997 -0.85636 0.67800
H 2.32748 -2.43141 -2.78519
H -0.99579 -3.62619 -5.09877
C -5.85474 0.65133 -3.77138
H 5.38801 -0.40721 2.74673
H 1.22978 -3.63762 -3.50103
C 1.51634 -3.03865 6.69592
H -2.36532 -0.04496 2.67348
H -4.74608 -2.34499 -3.48844
H -5.80497 1.71602 -3.53687
C 1.75710 3.22983 -0.56807
H -5.95654 -2.38958 0.35055
C 5.93423 1.90391 0.90337
C -0.24151 4.43754 -2.70112
C -1.88917 -5.40980 -2.36968
C 2.13659 3.89886 0.59204
H -7.96040 -0.05768 -1.75199
C 1.15019 0.36844 4.11925
N 4.06776 -0.34180 1.13866
C -3.41752 -0.32109 2.61012
C 4.20186 4.55420 -0.45492
H -0.07938 -3.88125 0.35283
As -3.98320 0.58374 -0.70662
H 5.14008 5.09136 -0.42251
C 8.56444 1.09468 1.24983
H -0.32258 5.25002 -0.23688
H 3.81515 1.45858 3.12427
H -2.15691 -5.27857 -1.32656
H -3.06577 -3.31876 0.08567
H -5.48699 -2.61127 2.03414
H 0.74517 -4.17572 5.04897
H -0.68272 6.03912 -4.05097
H -5.15082 0.43042 -4.56186
H -1.71561 6.48352 1.33744
H 5.62271 -1.43156 0.26719
S 2.37514 -0.17698 -0.89762
H 4.88919 -0.20675 -0.76920
H 1.40634 1.28043 4.66161
C -2.48901 4.71934 2.28858
H -1.74886 -2.12924 0.09344
S -1.67232 0.72585 -2.84913
C 7.60191 0.17508 0.85337
C -1.55670 2.47230 -2.98027
H -3.62261 -1.03712 3.40930
C -1.71308 5.40251 1.36025
H 1.59010 -3.70365 -0.23065
C 1.86942 -1.78072 7.15511
C -1.60948 -2.91947 -2.55048
C -2.47823 3.33643 2.30582
C -1.87945 -6.68163 -2.92108
C -1.22316 -5.75553 -5.03496
C 1.03131 -3.19488 5.40291
H 4.51150 3.83200 -2.45252
H -1.54873 -7.84676 -4.69107
C -1.54638 -6.85693 -4.25664
C -2.27210 3.06074 -4.01167
C -7.06531 -0.02017 -1.12819
C 1.31242 -2.61374 -3.13645
C 3.35740 4.56190 0.64439
H -1.79794 -2.17122 -3.32546
H 3.61219 0.25598 4.41806
H 1.61517 -3.89816 7.34383
H -2.27363 -2.87332 1.60119
As 0.06233 -2.35559 -1.67797
H 2.01752 0.30518 6.68386
H -7.19592 -0.73359 -0.32193
H -6.29783 -1.13202 1.54806
C -0.93104 4.69872 0.46541
C -1.69680 2.62770 1.39904
C -1.97637 4.36805 -4.37389
C -5.57058 -1.87764 1.22892
C 3.50889 0.43275 3.34865
H 0.51137 -2.21832 3.56813
H -0.96855 -5.88560 -6.07746
C -0.55326 3.15467 -2.27566
H 1.08067 -1.91777 -3.94153
Si -3.87115 -1.14470 0.99894
H -7.02599 0.98282 -0.69661
P 0.14102 2.41522 -0.73661
H 1.47089 3.93254 1.44485
H -3.01953 2.48967 -4.54115
H -4.91022 -2.73526 -1.77534
H 4.91026 2.22521 0.74619
H 9.58988 0.77814 1.37684
C 1.74178 -0.06003 1.76483
Si -5.59766 -0.37930 -2.24296
H 2.23877 -1.65377 8.16269
H 0.14982 0.48170 3.70821
H 6.61524 3.84862 1.48651
H 2.35801 2.64889 -2.55460
O -2.58061 0.21688 -3.81421
```

Multiplicity ... 2
Molar mass ... 1140.20 u
Net charge ... +2
HOMO level (alpha / beta) ... -0.462 / -0.462 Eh
Gap between HOMO and LUMO (alpha / beta) ... 6.8 / 6.8 eV


Record 3
This record from the OMol25 dataset describes a molecular structure, C20H13F5N6O4SSeTc. The level of theory is the ωB97M-V functional and the def2-TZVPD basis.

```
51
Properties=species:S:1:pos:R:3
C -2.99642 0.37794 -0.65636
H 0.05002 3.37439 0.48952
C 2.58529 1.28445 0.31075
F 2.05632 -2.53740 2.61044
Tc 0.27491 -0.07058 0.53388
Se -0.51611 -2.42305 0.85666
N 0.02162 -0.03411 -1.49580
C 1.92133 -3.60696 1.83349
N 1.33073 1.75519 0.37809
F -0.40022 -5.07155 -0.52390
C 0.80875 -3.72034 0.99473
N -0.68242 -0.27170 -6.06209
O -0.05449 1.25467 4.46542
H -0.10347 -1.07820 -6.23038
C 2.12126 3.97977 0.43141
C 1.08871 3.07118 0.44265
C -2.42780 2.31230 3.04460
S 2.54058 -0.47002 0.26022
C -3.54724 2.66101 2.29633
C 3.67907 2.14234 0.31347
C -3.71522 2.08331 1.05236
H 4.68248 1.74426 0.27023
H 4.26019 4.19368 0.36516
H 1.91432 5.03851 0.46825
C -0.28977 0.95070 3.21766
F 3.59888 -6.71772 1.22078
C -2.75112 1.19843 0.58378
O -2.65173 -0.76163 -0.75356
H -0.75451 1.77081 4.88741
F 1.44932 -7.01689 -0.38010
H -1.57523 1.63831 -3.63575
N -1.63873 0.91399 1.26294
C 2.86971 -4.60549 1.91340
C -0.06848 -0.18065 -2.64667
H -2.29694 2.73076 4.03301
C 2.70323 -5.76006 1.15316
H -4.58716 2.28407 0.44742
N -1.53704 1.25524 -4.56381
F 3.91644 -4.48547 2.71065
C -0.76714 0.18533 -4.81761
H -4.28016 3.35060 2.69099
O 0.50173 0.22020 2.63612
H -1.17720 0.14152 -6.83304
O -3.68003 1.06143 -1.58478
C 3.43202 3.49798 0.36870
N -0.06495 -0.45438 -3.89291
C 1.59254 -5.91360 0.33183
C 0.64942 -4.90521 0.26744
H -3.95790 0.42356 -2.26458
C -1.50515 1.44303 2.49378
H -2.02224 1.74607 -5.29543
```

Multiplicity ... 4
Molar mass ... 705.38 u
Net charge ... +2
HOMO level (alpha / beta) ... -0.507 / -0.506 Eh
Gap between HOMO and LUMO (alpha / beta) ... 6.9 / 5.9 eV


Record 4
This record from the OMol25 dataset describes a molecular structure, C29H72N2Na4O10. The level of theory is the ωB97M-V functional and the def2-TZVPD basis.

```
117
Properties=species:S:1:pos:R:3
H -0.33546 11.41680 1.73035
H 0.75745 10.12143 1.62880
H -4.30802 -9.09933 -3.34338
C 5.54840 1.54103 4.06771
H -2.73392 -7.48580 0.00839
H -7.46584 1.48261 7.17057
H -0.11440 1.78418 -7.75938
C -3.64162 2.94602 -0.09886
H 0.37705 -0.01558 -9.33143
O -1.43445 -7.84960 -3.68514
H -3.92698 2.05328 -0.65537
H -1.99046 -4.16539 -2.85929
H 2.25655 13.02126 0.14529
C 1.79743 12.08894 1.78851
H -2.91826 -3.50897 6.13962
H 8.87895 2.92709 2.73475
H -1.11485 -5.36051 -3.88477
H -0.57334 -7.69138 -3.29137
H 2.46648 1.36834 -7.70771
O -7.72730 1.70457 6.27692
C 0.66024 11.17322 1.35974
Na -10.06151 4.05509 3.32713
H -4.55174 -4.91472 -2.09446
H -3.20895 -10.45950 -2.86720
O -9.72180 -0.80074 1.32480
H 9.46098 -0.39842 4.08377
C 5.05422 1.33227 2.67237
C -3.02994 -6.18983 -3.08357
H -1.14202 -1.13264 8.62383
C 5.55089 0.52333 0.35732
C -2.41090 -2.65858 5.68407
H -1.13178 0.79776 -9.55443
H 7.77615 -1.01732 4.01552
N -2.22278 -7.37975 -2.70982
C -2.02630 -1.54000 6.70957
O -3.16246 4.52214 -2.16858
Na -9.13885 2.42060 -2.04196
C 6.99989 1.96010 4.17591
C -0.05483 0.96461 -9.53341
Na -1.75783 7.57636 -6.61676
H -3.84002 -1.94089 7.29205
H -5.76458 2.33520 -6.74376
C 9.23666 1.99970 3.18207
H 4.05804 0.90498 2.78708
O -3.25344 -1.18519 7.21181
H -1.78802 3.25771 -1.32137
H 4.47189 0.45592 0.21833
H -3.06709 -5.16274 -1.19304
C 1.94898 2.12585 -8.29632
C -3.68688 -9.52995 -2.55798
O 1.85197 13.26680 0.98053
O 8.20479 0.03727 1.25203
H -4.47144 -5.47510 -4.63797
H -4.87964 -6.30061 -0.17141
H -3.97148 -8.70335 -0.18321
N 7.39702 0.71604 2.12603
H 0.60631 11.29827 0.27828
C -2.73827 -8.46064 -1.84010
H -0.70694 -8.37656 -0.99065
H 5.78970 1.47576 -0.11592
H -1.18436 -2.92150 8.19150
C -3.80706 -5.66149 -1.81898
C -1.48579 -9.09347 -1.25050
H 7.09661 2.98810 3.82668
H 4.03289 11.87226 1.72875
H 2.12568 3.01751 -7.69480
H 5.47437 0.65417 4.69708
H 1.66388 12.55463 2.76493
C 5.94148 0.36471 1.84601
H 5.96631 -0.33048 -0.17797
O -4.85510 3.43533 0.48784
H -1.45259 -3.03160 5.32268
H 3.28926 10.72709 2.60207
C -2.08378 -5.04213 -3.50017
H 9.79190 2.24954 4.08616
H 9.92496 1.45866 2.53276
C -1.09996 -1.89213 7.84312
H -3.50745 -6.94396 -4.95209
H -4.50904 -9.89788 -1.94415
C -2.65317 3.83544 -0.99602
H 2.43297 2.03840 -9.26905
C 0.44536 2.07286 -8.64901
H -1.80905 -0.60631 6.19080
H -2.48878 -4.57282 -4.39673
H 4.93030 2.34948 2.30084
H -0.04936 -1.91383 7.55350
H -1.77145 -9.64042 -0.35199
H 4.44941 -1.13368 2.15567
H -4.80298 -7.20203 -3.94966
H -8.86229 -0.83118 1.74498
C -4.53175 -6.74623 -1.10335
H 5.93287 -1.73752 1.58963
C 5.52302 -1.03714 2.31736
H 0.07533 3.51536 -9.92110
Na -5.97402 7.74751 -0.83466
H 5.02170 2.34577 4.58061
H 7.32492 1.97236 5.21624
H -2.15782 4.59915 -0.39646
H 0.18124 1.18110 -10.57528
H 8.21300 0.05806 5.29712
C 8.40978 -0.16134 4.24772
H 3.23514 10.61877 0.80826
O -5.92061 2.19884 -5.80926
H -5.37277 -7.14141 -1.67310
C -4.10327 -6.40875 -4.21272
H -5.31897 2.80338 -5.37478
C 3.12419 11.27286 1.67310
H 5.78821 -1.31479 3.33750
O -0.07037 3.35377 -8.98608
H -3.00884 2.52515 0.68252
H 8.45416 0.72300 0.62817
C 7.97696 1.08797 3.41171
H -3.06715 -2.12202 4.99884
C -3.49209 -7.85968 -0.67972
H -10.34227 -0.74375 2.05143
H -7.02517 1.35570 5.72779
H -1.09387 -9.84100 -1.94021
```

Molar mass ... 700.86 u
Net charge ... +2
HOMO level ... -0.317 Eh
Gap between HOMO and LUMO ... 2.1 eV


Record 5
This record from the OMol25 dataset describes a single C4H6S molecule. The level of theory is the ωB97M-V functional and the def2-TZVPD basis.

```
11
Properties=species:S:1:pos:R:3
C 0.41629 0.96777 0.30198
H -0.06688 -1.07157 0.97243
H -3.06605 -1.04659 -1.67974
H 0.42599 1.54701 -0.63173
H 0.97237 -1.05047 -0.50248
H -0.34365 1.29181 0.88442
S 2.12561 1.32769 0.96695
C 0.17853 -0.52170 0.03167
C -1.05374 -0.78514 -0.76229
C -2.15271 -0.91508 -1.15933
H 2.56424 0.25627 1.57811
```

Molar mass ... 86.16 u
Structure (SMILES) ... C#CCCS
HOMO level ... -0.342 Eh
Gap between HOMO and LUMO ... 10.2 eV


no.,E (Ha)
1,-8885.92161
2,-10053.52811
3,-4778.73971
4,-2658.25394
5,-554.10703